Entry 1:
Formula: C25H49CoNO2SSi2
Source: OMol25
Level of theory: wB97M-V/def2-TZVPD

Atoms and positions in Å:
Co -2.7890 0.4444 -0.2498
S -6.1147 -1.4660 1.5174
Si -3.0746 2.4772 -1.8957
Si 3.3468 1.2717 -2.2062
O 3.6610 -1.2167 0.6104
O -0.3890 -0.3317 1.6878
N -2.5723 -1.4246 -0.2617
C -4.2363 0.2197 0.9496
C 0.3355 -1.8264 3.4498
C -4.5331 -1.1420 0.9277
C -0.1135 0.9593 2.2560
C -2.3270 3.2336 -3.4439
C -4.3405 1.1618 -2.4210
C -1.5141 -3.5372 -0.6202
C 4.9901 0.4046 -2.6287
C -0.8564 -1.2503 2.7105
C -3.7401 -3.4814 0.2529
C 2.7934 2.1564 -3.7932
C -6.3085 0.1607 1.9917
C 4.1437 -2.3993 -0.0747
C -1.2568 1.6243 3.0047
C 2.0383 0.1942 -1.3982
C 3.4753 -3.6575 0.4370
C -3.6528 -2.0754 0.3113
C -2.6669 -4.2084 -0.2230
C 4.5909 -0.7113 1.5856
C -3.9786 3.7864 -0.8913
C -5.2388 0.9589 1.6151
C 3.8299 2.5875 -0.9349
C -1.4859 -2.1376 -0.6265
C 4.9408 -1.7004 2.6816
C -1.5768 1.7863 -0.9631
H -0.6367 -4.0822 -0.9587
H -1.9583 2.4418 -4.1090
H 3.7522 -3.8537 1.4746
H 2.9935 3.2860 -0.7871
H 5.2465 -2.4882 0.0330
H -1.4787 3.8754 -3.1760
H 5.5966 -2.4955 2.3214
H -3.2917 4.2809 -0.1895
H 0.1891 1.5592 1.3905
H 0.7536 0.8572 2.9373
H 4.0532 2.0942 0.0235
H 0.1040 -2.7832 3.9151
H -0.5946 -1.5721 -0.9071
H -0.7260 1.4130 -1.5771
H 3.8135 -4.4930 -0.1717
H 2.3866 -3.6033 0.3709
H -1.1439 2.4783 -0.2031
H 0.6461 -1.1305 4.2324
H 2.3080 -0.1149 -0.3577
H -2.7109 -5.3080 -0.2763
H 4.0603 -2.1643 3.1303
H 4.7174 3.1564 -1.2558
H 5.4740 -1.1688 3.4684
H 1.1708 -2.0027 2.7619
H 1.0637 0.6753 -1.3525
H -1.5593 -0.7212 3.3894
H -4.9952 0.7641 -1.6240
H 4.0980 0.1837 1.9883
H 4.8992 -0.2679 -3.4960
H -2.2476 1.3737 2.5975
H -7.2276 0.4730 2.4909
H 3.4419 3.0290 -3.9917
H 5.5215 -0.4013 1.0689
H -4.9996 1.6534 -3.1540
H -3.8502 0.3140 -2.9228
H -1.1175 2.7083 2.9457
H 1.7567 2.5151 -3.7028
H 2.8506 1.4880 -4.6677
H 5.3634 -0.1872 -1.7773
H 3.9062 -2.2066 -1.1319
H -1.4154 -2.0290 2.1734
H -4.6388 -3.9722 0.6181
H 5.7637 1.1549 -2.8755
H -4.8228 3.3793 -0.3183
H 1.9406 -0.7297 -1.9797
H -1.2553 1.3368 4.0607
H -4.3741 4.5536 -1.5744
H -5.1517 2.0329 1.7873
H -3.0551 3.8372 -3.9991

Cartesian forces, eV/Å:
0.925 1.172 0.040
0.314 0.038 0.470
-0.844 1.094 -0.818
1.108 0.773 0.074
1.046 -0.723 0.508
-1.064 0.279 0.708
0.377 -3.013 0.535
-0.707 -0.528 1.014
0.067 0.014 0.183
-1.386 0.955 -0.124
0.711 -0.322 -0.310
0.237 -0.181 -0.009
0.171 -0.301 0.124
0.441 0.522 -0.204
-0.237 -0.268 0.049
0.039 0.170 -0.586
-0.322 0.876 0.401
-0.174 -0.185 0.090
0.077 0.824 -0.162
-0.096 0.811 0.096
-0.159 0.023 0.120
0.159 -0.548 0.332
0.089 -0.023 -0.017
1.558 -0.838 -1.292
0.179 -0.255 -0.213
-0.226 -0.021 -0.499
0.196 -0.061 0.177
-0.523 -0.310 0.177
-0.178 -0.086 -0.091
-0.677 -0.562 -0.016
0.029 0.040 0.155
1.409 0.905 0.159
-0.166 0.117 0.126
-0.022 0.186 0.085
-0.067 -0.009 -0.099
0.247 -0.047 0.106
-0.550 0.166 -0.153
-0.155 -0.084 -0.102
-0.044 0.042 -0.002
-0.220 -0.025 -0.158
0.088 -0.052 0.246
-0.213 0.210 -0.365
-0.033 0.218 -0.191
-0.147 0.029 0.132
-0.298 -0.170 -0.056
-0.785 -0.043 0.330
-0.016 -0.207 -0.018
0.050 0.115 -0.019
-0.504 -0.468 -0.418
0.207 -0.171 -0.023
-0.100 0.404 -0.994
0.004 0.681 0.077
-0.055 0.132 -0.068
-0.333 -0.154 0.120
0.090 -0.018 0.069
-0.176 0.153 0.043
-0.045 0.133 -0.142
0.341 -0.492 -0.388
0.232 0.213 -0.261
0.192 -0.205 -0.020
0.040 0.132 0.250
0.261 0.071 -0.065
0.369 -0.145 -0.185
-0.239 -0.381 0.124
-0.344 0.013 0.178
0.199 -0.158 0.153
-0.215 0.127 -0.048
-0.084 -0.113 0.120
0.240 -0.011 -0.107
-0.065 0.226 0.256
-0.088 0.164 -0.241
0.159 -0.302 0.195
0.136 0.148 0.140
0.189 0.087 0.005
-0.409 -0.221 0.110
0.218 0.063 -0.128
-0.189 -0.030 0.018
-0.095 0.147 -0.133
0.111 -0.226 0.186
-0.300 -0.372 0.068
0.044 -0.138 0.173

The spin multiplicity is 5. The expectation value of S² is 6.01. Its LUMO energy (alpha / beta) is -0.125 / -0.195 Eh. As for the total energy: -3546.8413 Eh. As for the orbital gap (alpha / beta): 7.98 / 6.04 eV. The charge is +1.

Partial charges, Mulliken, in e: number 1, Co, carries -0.40; number 2, S, carries -0.19; number 3, Si, carries -0.07; number 4, Si, carries 0.46; number 5, O, carries -0.15; number 6, O, carries 0.43; number 7, N, carries 0.24; number 8, C, carries -0.17; number 9, C, carries -1.46; number 10, C, carries -0.14; number 11, C, carries -0.41; number 12, C, carries -1.17; number 13, C, carries -1.03; number 14, C, carries -0.46; number 15, C, carries -1.02; number 16, C, carries -0.08; number 17, C, carries -0.80; number 18, C, carries -0.97; number 19, C, carries -0.59; number 20, C, carries -0.40; number 21, C, carries -1.42; number 22, C, carries 1.40; number 23, C, carries -1.27; number 24, C, carries 0.99; number 25, C, carries -0.55; number 26, C, carries -0.27; number 27, C, carries -1.01; number 28, C, carries 0.01; number 29, C, carries -0.99; number 30, C, carries -0.25; number 31, C, carries -1.35; number 32, C, carries 0.24; number 33, H, carries 0.49; number 34, H, carries 0.33; number 35, H, carries 0.31; number 36, H, carries 0.30; number 37, H, carries 0.45; number 38, H, carries 0.34; number 39, H, carries 0.35; number 40, H, carries 0.36; number 41, H, carries 0.19; number 42, H, carries 0.46; number 43, H, carries 0.23; number 44, H, carries 0.46; number 45, H, carries 0.25; number 46, H, carries -0.25; number 47, H, carries 0.42; number 48, H, carries 0.15; number 49, H, carries 0.49; number 50, H, carries 0.35; number 51, H, carries -0.20; number 52, H, carries 0.42; number 53, H, carries 0.24; number 54, H, carries 0.32; number 55, H, carries 0.42; number 56, H, carries 0.18; number 57, H, carries -1.23; number 58, H, carries 0.35; number 59, H, carries 0.31; number 60, H, carries 0.33; number 61, H, carries 0.32; number 62, H, carries 0.22; number 63, H, carries 0.48; number 64, H, carries 0.29; number 65, H, carries 0.28; number 66, H, carries 0.43; number 67, H, carries 0.33; number 68, H, carries 0.39; number 69, H, carries 0.18; number 70, H, carries 0.32; number 71, H, carries 0.21; number 72, H, carries 0.36; number 73, H, carries 0.13; number 74, H, carries 0.46; number 75, H, carries 0.35; number 76, H, carries 0.30; number 77, H, carries 0.38; number 78, H, carries 0.43; number 79, H, carries 0.35; number 80, H, carries 0.44; number 81, H, carries 0.36

---

Entry 2:
Formula: C25H49Li2O13P
Source: OMol25
Level of theory: wB97M-V/def2-TZVPD

Atoms and positions in Å:
P -3.5527 1.4805 -6.4041
O -4.1982 0.6265 -5.2353
O -6.0912 -1.0438 1.1289
O -0.3702 -0.6349 -1.4527
O -0.6209 0.4393 0.5926
O -2.1218 0.9905 -6.6287
O -4.1904 1.5934 -7.8017
O -2.8001 -4.4400 -4.7845
O 5.6587 2.5470 2.9881
O 2.4652 3.1989 -5.6081
O 0.3015 -4.0275 6.3034
O -1.6848 0.9780 -1.2443
O -3.3397 2.8928 -5.8848
O 2.5797 5.6411 0.3101
C -5.8841 -2.1114 0.1973
C 2.8404 7.3096 1.9751
C -1.4152 -3.4736 7.6469
C 4.3783 1.8944 -5.5175
C 5.4778 0.4673 4.0172
C -3.1830 -6.5184 -3.6291
C -0.0033 -2.6569 5.9802
C -5.4574 -3.2932 1.0999
C 6.1980 1.8159 4.1182
C -0.9003 0.2122 -0.6825
C 3.5421 4.0806 -5.2379
C -4.0079 -4.8686 -5.2345
C -0.8635 -4.5685 6.7702
C 4.8446 3.3363 -5.3897
C -4.2058 -6.3009 -4.6571
C 5.2494 1.6684 1.9854
C 3.4381 6.8230 0.6691
C -2.1715 -5.3868 -3.9225
C 2.9041 1.8475 -5.2051
C 1.4242 6.8624 1.9542
C -4.5741 -2.5135 2.1380
C -1.0794 -2.2073 6.9227
C 1.5702 5.4832 1.3257
C 4.6092 0.5560 2.7858
C -5.2683 -1.1539 2.3023
Li -2.2347 -1.0646 -4.2760
Li -4.2251 2.3555 -3.2932
H 5.5026 3.4364 -4.5264
H 3.4304 7.6556 -0.0343
H -4.8065 -4.1156 0.8032
H -4.5359 -0.3475 2.3402
H -4.2378 -3.0595 3.0194
H -1.8701 -4.8815 -3.0049
H -4.1619 -7.1276 -5.3662
H -1.5083 -4.8470 5.9367
H 5.9513 2.3506 5.0354
H -0.9232 -1.3445 7.5701
H -2.6838 -7.4541 -3.8806
H -5.0822 -1.7931 -0.4688
H -1.8947 -1.9483 6.2471
H -6.3185 -3.7357 1.6007
H -3.9395 -4.9092 -6.3216
H 4.7688 1.1992 -4.7744
H -1.2912 -5.7755 -4.4342
H 2.3598 1.0662 -5.7356
H 4.6056 2.0963 1.2169
H 0.6040 5.1060 0.9907
H 0.8805 7.4931 1.2508
H 4.9432 0.2089 4.9312
H 2.7625 1.6364 -4.1451
H -6.7282 -2.5161 -0.3611
H -2.5042 -3.5212 7.6416
H 6.2276 -0.2627 3.7121
H 3.5064 5.0392 -5.7554
H 4.5918 1.3734 -6.4508
H -3.6590 -2.2657 1.6002
H 5.3217 3.7522 -6.2771
H -0.7076 -5.5247 7.2697
H -0.3237 -2.6688 4.9384
H 3.3033 4.2719 -4.1917
H -3.5720 -6.5453 -2.6112
H 6.1518 1.2514 1.5383
H -1.0333 -3.4166 8.6662
H -4.8910 -4.2950 -4.9527
H 3.5776 0.8679 2.9490
H 7.2732 1.6381 4.0975
H 1.8487 4.8812 2.1907
H 0.0291 -0.2666 0.6196
H 4.4434 6.4374 0.8383
H -5.8741 -1.2200 3.2060
H 2.9131 8.3898 2.1017
H 0.9790 6.8153 2.9480
H 0.9245 -2.0900 6.0570
H -5.2283 -6.5010 -4.3371
H 3.3082 7.0319 2.9197
H 4.5293 -0.4015 2.2711

Cartesian forces, eV/Å:
1.522 0.677 -2.004
-0.764 -0.828 1.453
-1.016 0.291 -0.047
1.916 -2.245 2.377
1.183 -1.216 1.317
1.851 -2.521 0.574
-1.502 -1.014 0.721
1.605 0.982 1.404
0.845 1.787 1.064
0.523 -0.980 -0.260
1.853 0.636 -0.464
-2.263 2.035 1.089
-1.109 2.713 2.776
0.240 1.071 0.418
1.388 -1.432 0.936
0.693 1.593 1.203
-1.983 -0.088 0.615
0.427 -2.052 0.186
0.447 -0.384 -0.110
1.573 -0.055 0.338
1.808 -0.353 -0.534
1.254 0.855 1.822
-1.391 -0.159 -0.786
-2.105 1.503 -6.253
-1.644 -0.341 1.408
-1.657 -2.208 -1.039
-0.690 -0.789 0.675
0.068 -0.129 -0.297
-2.200 -0.577 -1.533
0.802 -1.587 0.244
-0.783 -1.672 1.185
-0.197 0.104 0.484
-0.407 1.767 -0.767
-0.612 -0.264 -0.773
0.438 0.279 -1.195
-0.831 0.617 -1.088
-0.102 0.925 0.758
-1.580 -0.027 -0.553
-0.056 -1.664 -0.328
-0.524 1.753 -0.973
0.903 -0.768 -2.378
0.017 0.285 -0.079
-0.221 -0.577 -0.592
-0.308 0.122 -1.002
-0.240 0.143 0.045
-0.521 0.102 0.230
0.182 0.077 -0.058
0.569 0.402 -0.777
-0.591 0.375 -0.259
-0.018 0.222 -0.189
0.485 -0.155 -0.116
0.032 -0.165 0.656
-0.040 -0.266 -0.298
-0.366 0.267 0.362
-0.232 0.085 -0.065
-0.421 0.095 -0.172
0.876 0.256 0.177
0.121 0.006 0.038
-0.185 0.463 -0.269
0.133 0.408 0.364
0.387 -0.111 -0.763
-0.422 0.147 0.272
0.174 -0.283 -0.128
-0.306 0.541 0.262
-0.545 1.213 0.030
-0.117 -0.312 0.696
0.042 -0.421 0.795
-0.298 -0.270 -0.349
0.012 0.553 -0.364
0.285 -0.298 -0.108
0.406 -0.497 -0.034
0.442 0.115 0.307
-0.132 0.352 -0.066
0.507 0.456 0.392
0.223 0.178 0.000
0.210 0.017 -0.670
0.069 -0.569 -0.048
0.374 0.682 0.151
-0.070 -0.025 0.509
0.201 0.442 -0.414
0.683 -0.808 -0.357
0.819 -0.335 1.295
0.069 0.103 -0.384
-0.371 0.613 -0.049
-0.096 0.347 -0.540
-0.239 0.182 -0.168
0.051 -0.092 -0.097
-0.162 0.632 0.573
0.434 -0.974 -0.268
0.178 0.041 -0.139

Its LUMO energy is 0.110 Eh. As for the total energy: -2316.3629 Eh. As for the orbital gap: 1.52 eV. The charge is -2.

Partial charges, Mulliken, in e: number 1, P, carries 0.76; number 2, O, carries -0.86; number 3, O, carries -0.41; number 4, O, carries -0.75; number 5, O, carries -0.43; number 6, O, carries -0.76; number 7, O, carries -0.87; number 8, O, carries -0.37; number 9, O, carries -0.40; number 10, O, carries -0.39; number 11, O, carries -0.41; number 12, O, carries -0.71; number 13, O, carries -0.82; number 14, O, carries -0.39; number 15, C, carries -0.45; number 16, C, carries -0.63; number 17, C, carries -0.45; number 18, C, carries -0.42; number 19, C, carries -0.47; number 20, C, carries -0.35; number 21, C, carries -0.46; number 22, C, carries -0.54; number 23, C, carries -0.42; number 24, C, carries 0.65; number 25, C, carries -0.39; number 26, C, carries -0.40; number 27, C, carries -0.40; number 28, C, carries -0.39; number 29, C, carries -0.57; number 30, C, carries -0.48; number 31, C, carries -0.33; number 32, C, carries -0.43; number 33, C, carries -0.51; number 34, C, carries -0.57; number 35, C, carries -0.60; number 36, C, carries -0.40; number 37, C, carries -0.40; number 38, C, carries -0.56; number 39, C, carries -0.40; number 40, Li, carries 0.76; number 41, Li, carries 0.74; number 42, H, carries 0.25; number 43, H, carries 0.28; number 44, H, carries 0.31; number 45, H, carries 0.28; number 46, H, carries 0.41; number 47, H, carries 0.28; number 48, H, carries 0.25; number 49, H, carries 0.26; number 50, H, carries 0.29; number 51, H, carries 0.35; number 52, H, carries 0.20; number 53, H, carries 0.32; number 54, H, carries 0.17; number 55, H, carries 0.29; number 56, H, carries 0.24; number 57, H, carries 0.26; number 58, H, carries 0.28; number 59, H, carries 0.36; number 60, H, carries 0.40; number 61, H, carries 0.38; number 62, H, carries 0.27; number 63, H, carries 0.29; number 64, H, carries 0.23; number 65, H, carries 0.32; number 66, H, carries 0.25; number 67, H, carries 0.26; number 68, H, carries 0.31; number 69, H, carries 0.25; number 70, H, carries 0.20; number 71, H, carries 0.24; number 72, H, carries 0.29; number 73, H, carries 0.30; number 74, H, carries 0.19; number 75, H, carries 0.26; number 76, H, carries 0.26; number 77, H, carries 0.27; number 78, H, carries 0.29; number 79, H, carries 0.25; number 80, H, carries 0.24; number 81, H, carries 0.20; number 82, H, carries 0.28; number 83, H, carries 0.25; number 84, H, carries 0.27; number 85, H, carries 0.32; number 86, H, carries 0.35; number 87, H, carries 0.22; number 88, H, carries 0.33; number 89, H, carries 0.28; number 90, H, carries 0.33